[1]
C43H37FeO2P2 | wB97M-V/def2-TZVPD

The geometry in XYZ format:
```
85
Properties=species:S:1:pos:R:3:forces:R:3:mulliken_charge:R:1
C 2.447891 -2.031636 -1.351662 0.0095 0.2315 0.0638 -1.1175
C 2.633981 -1.211681 -0.222111 -0.6711 0.0059 0.2068 0.4949
C 2.963121 -1.807954 1.016567 0.1960 0.1067 -0.3632 -0.8194
C 3.276628 -3.162836 1.056146 0.0392 -0.0017 0.2608 -0.6694
C 3.170685 -3.958898 -0.090837 -0.1982 0.2238 -0.2344 -0.7273
C 2.707074 -3.394423 -1.282789 0.2048 -0.1170 0.0291 -0.2677
P 2.115046 0.559126 -0.235401 2.4938 -0.4527 0.0916 0.8580
C 3.115314 1.369728 1.048772 -0.2333 0.5667 1.1251 0.5284
C 2.510649 1.841527 2.232204 -0.1511 -0.4212 -0.2148 -0.1438
C 3.280850 2.298401 3.301112 0.2298 -0.0008 -0.0504 -0.7491
C 4.673580 2.316123 3.199737 -0.2809 -0.1299 -0.2299 -0.4847
C 5.287120 1.911781 2.009274 -0.2406 -0.0290 -0.1050 -0.6693
C 4.517723 1.462769 0.932691 -0.1092 -0.2778 -0.1046 -0.3431
Fe -0.151845 -0.044589 -0.461231 -0.3177 2.7215 0.3551 1.8391
P -1.941108 -1.382457 0.126666 -0.6275 -0.0943 0.7495 0.2282
C -1.204014 -2.595235 1.261174 0.1907 -0.5964 -0.1163 0.9649
C -1.018445 -3.947004 0.902238 0.1345 0.3041 0.2773 -0.6749
C -0.242007 -4.771355 1.730355 -0.3533 -0.1697 -0.5388 -0.6452
C 0.269349 -4.278101 2.922692 0.1230 0.0785 0.2310 -0.5125
C 0.020654 -2.964897 3.321678 -0.1353 0.4076 -0.0330 -0.7738
C -0.680856 -2.096119 2.482190 -0.0943 -0.1595 -0.4248 -0.2852
C -3.448396 -0.710034 0.813162 -0.2595 0.3378 0.0092 1.1312
C -4.025645 0.422660 0.196055 0.0241 -0.4260 0.2486 -0.5634
C -5.214118 0.935535 0.703372 0.1209 -0.1245 -0.1926 -0.6884
C -5.833837 0.318508 1.796307 0.3457 -0.0616 -0.1864 -0.5684
C -5.259482 -0.799275 2.398460 0.0037 -0.2160 0.0683 -0.6734
C -4.063286 -1.322597 1.916309 0.1541 0.2369 -0.3258 -0.5256
C -2.216366 -1.850980 -1.605754 -0.0983 -0.2964 -0.1494 0.2737
C -1.485605 -1.186929 -2.619444 -0.5607 -0.9327 0.1158 -0.6106
C -1.486453 -1.727957 -3.913382 0.2225 0.4753 0.1198 -0.6420
C -2.246737 -2.867927 -4.196559 -0.0844 -0.0640 0.3869 -0.5948
C -3.001499 -3.500016 -3.196871 0.1753 0.3649 0.0664 -0.7770
C -2.988807 -2.991266 -1.897786 0.1794 0.3611 -0.0392 -0.7161
C 2.662916 1.241821 -1.823628 -0.3846 0.2745 -0.3997 0.4923
C 3.653338 0.639388 -2.611432 0.0344 -0.2800 -0.3826 -0.1284
C 3.902610 1.106770 -3.905653 -0.1265 0.2777 0.2222 -0.7987
C 3.199520 2.214463 -4.403012 0.0148 -0.2984 0.3350 -0.5824
C 2.269423 2.867351 -3.588806 0.1404 0.1866 -0.0782 -0.5957
C 2.017730 2.401062 -2.303025 -0.1284 -0.3144 -0.0141 -0.5290
H -3.555799 0.851011 -0.691154 -0.1397 0.0592 0.2699 0.3858
H -5.671870 1.796956 0.217508 0.0930 -0.2117 0.1981 0.4518
H -6.777304 0.704413 2.156938 0.0206 0.0093 0.0661 0.4427
H -5.746172 -1.298033 3.237893 0.0754 0.2373 -0.2473 0.4210
H -3.612081 -2.212426 2.350045 -0.1630 0.2018 0.0783 0.4359
H -1.478772 -4.325605 -0.016954 0.3723 0.0477 0.3612 0.3732
H -0.045067 -5.812461 1.437690 -0.1767 0.5514 0.1575 0.4395
H 0.879736 -4.917294 3.563259 -0.2579 0.1208 -0.1887 0.4645
H 0.379502 -2.606508 4.292621 -0.0799 -0.1221 -0.4575 0.4192
H -0.827331 -1.039595 2.741841 0.0466 -0.3994 0.0176 0.5639
H -0.850045 -0.303820 -2.374858 -0.4110 -0.2561 -0.6613 0.8090
H -0.868473 -1.283754 -4.704681 -0.4029 -0.0975 0.3891 0.4777
H -2.242747 -3.272153 -5.206660 0.0162 0.0854 0.2161 0.4274
H -3.588918 -4.391478 -3.405073 0.1398 0.2091 -0.1053 0.4463
H -3.567690 -3.475777 -1.101588 0.2536 0.1818 -0.3604 0.5591
H 4.230077 -0.206434 -2.232258 -0.2628 0.1828 -0.1461 0.4579
H 4.645708 0.604952 -4.526013 -0.1550 0.1891 0.2148 0.4380
H 3.385459 2.570767 -5.415256 -0.0456 -0.0993 0.2493 0.4308
H 1.742738 3.750269 -3.965442 0.2293 -0.3462 0.2093 0.4507
H 1.309880 2.918760 -1.660431 -0.0445 -0.0676 -0.1513 0.5215
H 1.426231 1.807442 2.323105 0.1505 0.0281 0.0564 0.4446
H 2.799386 2.619187 4.227407 0.1001 -0.0690 -0.3725 0.4404
H 5.276714 2.636630 4.047362 -0.1147 -0.0372 -0.2299 0.4081
H 6.375058 1.931007 1.927101 -0.3540 0.0268 -0.0619 0.4184
H 5.015422 1.152519 0.013996 -0.0804 0.0359 0.1943 0.3475
H 3.003157 -1.192378 1.920749 0.1295 -0.2558 -0.3119 0.4803
H 3.611554 -3.600648 2.002616 -0.1842 0.1218 -0.4057 0.4785
H 3.407450 -5.021976 -0.052026 -0.0350 0.2893 0.0395 0.4519
H 2.516936 -3.999820 -2.175114 0.2149 0.1051 0.4347 0.4667
H 2.016338 -1.634229 -2.278762 0.4891 0.0313 0.3059 0.5666
H 0.226964 -2.610455 -1.161565 -0.3494 -0.8885 -1.1193 -0.5948
H -0.038749 -2.874893 -1.844114 0.5191 0.2305 1.2354 0.5730
O -0.876722 1.755160 1.896177 -0.0515 0.1670 -2.1513 -0.6913
C -1.064154 2.343656 0.809025 -0.2411 0.4426 1.8697 0.7783
O -0.798020 1.821120 -0.364904 0.6015 -1.8361 -0.6258 -0.9342
C -1.618983 3.736669 0.750847 -0.3400 -0.2277 -0.1235 0.5883
C -1.581407 4.517979 -0.416262 0.0255 0.2251 0.3346 -0.1758
C -2.086071 5.824358 -0.380908 -0.0025 -0.1910 0.0497 -0.7464
C -2.680874 6.322922 0.777738 0.1614 -0.6157 0.2874 -0.4704
C -2.772314 5.508520 1.915296 0.0431 0.0569 -0.4940 -0.6192
C -2.255645 4.220501 1.898571 0.2097 0.2060 0.0165 -0.5967
H -1.144443 4.111219 -1.328567 -0.0844 0.1663 0.2474 0.3352
H -2.028952 6.474190 -1.249257 0.0321 -0.2404 0.0130 0.4197
H -3.082242 7.330225 0.808444 0.0799 -0.1011 -0.0728 0.4111
H -3.253472 5.885007 2.803003 -0.0559 0.0323 0.1274 0.4326
H -2.320695 3.581447 2.774835 0.0471 0.1243 -0.1319 0.4378
```
Positions in Å, forces in eV/Å.

* total charge: +2
* HOMO level (spin up / spin down): -0.498 / -0.498 Ha
* total energy: -102234.8349 eV
* maximum force: 2.8 eV/A
* frontier orbital gap (spin up / spin down): 0.2846 / 0.1663 Ha
* expectation value of S²: 8.775
* multiplicity: 6

***

[2]
C3H5IO | wB97M-V/def2-TZVPD

The geometry in XYZ format:
```
10
Properties=species:S:1:pos:R:3:forces:R:3:mulliken_charge:R:1
C 1.493763 -0.046285 0.803599 -1.3851 2.7871 -0.5537 -0.6862
C 0.591157 0.661329 0.037942 -1.3359 -3.9056 -0.4461 -0.0046
C -0.835307 -0.312544 -0.755939 0.7436 2.1091 2.9270 -0.3834
O -1.492796 -1.064221 0.240889 2.3718 -1.4537 -0.8119 -0.4992
I 0.721857 2.589190 -0.721105 0.3184 -0.1876 0.1344 0.0645
H 2.382879 0.449521 1.178969 0.0805 0.3743 -0.3085 0.2916
H 1.341913 -0.929786 1.403768 -0.7146 -0.6362 -0.8079 0.2874
H -0.259711 -0.870055 -1.465890 0.0342 -0.8266 -0.0573 0.2790
H -1.621512 0.263321 -1.253576 0.8421 0.7242 -0.0732 0.3469
H -2.322241 -0.740470 0.531344 -0.9550 1.0152 -0.0029 0.3040
```
Positions in Å, forces in eV/Å.

* HOMO level: -0.330 Ha
* total energy: -13337.3768 eV
* maximum force: 4.2 eV/A
* frontier orbital gap: 0.3526 Ha
* energy relative to the best compared isomer or geometry (same formula, charge and spin): 192.7 kJ/mol

***

[3]
C18H17N3O2S | wB97M-V/def2-TZVPD

The geometry in XYZ format:
```
41
Properties=species:S:1:pos:R:3:forces:R:3:mulliken_charge:R:1
C -8.034699 -0.527236 0.639118 -0.4296 1.9392 -1.5345 -0.9423
C -7.122904 -1.455601 -0.365378 -4.8410 0.1572 0.1492 -0.5439
C -5.860972 -0.650226 -0.871167 -10.5361 -4.4130 -2.2698 0.6122
O -5.849278 -0.313989 -1.981184 0.8150 2.7207 -4.8220 -0.5889
N -5.032285 -0.847637 -0.023545 8.6544 0.5433 11.8044 0.0212
C -3.854992 -0.165749 0.132469 4.2486 3.4964 -1.0504 0.6852
C -3.093428 -0.276773 1.393926 5.3660 8.4167 -15.4274 -1.8231
C -1.767317 0.430998 1.128648 -2.2135 -3.4218 6.3891 0.1926
C -1.297675 1.086875 0.027912 5.3635 0.1074 6.5983 0.5541
C -2.010728 1.087032 -1.026715 -5.3060 1.5641 -7.3132 -0.2650
C -3.366538 0.773228 -1.030385 -1.4321 -4.3162 0.3536 -0.6251
H -4.018867 0.730313 -2.038724 1.7395 0.2697 2.7671 0.3027
H -1.634573 1.457948 -1.998879 0.0273 0.1046 0.8355 0.3763
C 0.110476 1.778399 0.099808 -1.0564 -0.4272 -5.0956 0.3859
O 0.446442 2.323868 -1.017981 -0.2631 -1.7393 5.6012 -0.5921
C 0.946222 1.457021 1.375051 3.5034 1.9940 -4.6568 -0.9536
H 2.006918 1.820650 1.115404 -1.5048 1.1441 0.7486 0.4148
H 0.529544 1.788674 2.257238 -0.6465 0.5832 1.8570 0.7128
S 1.507830 -0.174007 1.405265 -7.9668 -3.6755 3.8978 -0.4045
C 2.936857 -0.277036 0.825415 6.9322 0.6416 -5.2203 0.2775
N 3.631486 0.710348 0.299665 -7.0454 5.4714 4.1160 -0.3461
C 4.711213 0.303416 -0.005231 13.5464 -3.0790 -7.2222 0.3698
C 5.932845 0.979533 -0.621295 -4.8107 -3.9908 3.1760 -0.6969
C 6.905126 0.137963 -0.993293 4.8334 2.9536 -5.5792 -0.0968
C 6.907868 -1.135586 -1.392338 -3.0925 -5.7387 4.6477 -0.6703
C 5.899131 -1.956493 -0.651551 0.1210 -2.5160 -1.6558 -0.6263
C 4.790209 -1.390739 -0.151906 0.5009 9.3392 0.9379 0.4243
N 3.601514 -1.355646 0.383498 -5.9374 -11.7105 3.9410 -0.0602
H 3.102692 -2.467829 0.697765 1.6176 4.3108 -1.1720 0.3631
H 5.804031 -3.096800 -0.558248 1.0229 1.4007 -0.7605 0.2255
H 7.751529 -1.761055 -1.595762 0.6659 0.4389 -0.8133 0.3703
H 7.813995 0.541930 -1.702130 -1.7788 0.3723 2.3932 0.1634
H 6.011389 1.982088 -0.669490 0.2775 3.2275 0.0065 0.4897
H -1.183161 0.203686 2.131885 -0.4388 1.2318 -2.3201 0.0417
H -3.414917 -0.718080 2.111348 -3.1794 -5.4045 8.9685 0.7445
H -5.239765 -0.901957 1.051945 -1.1655 -1.0128 -3.0416 0.1829
H -7.844421 -1.694832 -1.410888 2.2801 0.3372 3.3491 0.2619
H -7.013772 -2.347151 0.428557 0.4513 1.3791 -2.6079 0.2166
H -9.020050 -0.978739 0.882119 0.9340 -0.3079 0.0835 0.3386
H -8.465621 0.514401 0.122598 1.7902 -2.4122 1.3341 0.2399
H -7.440981 -0.334848 1.605495 -1.0468 0.0206 -1.3926 0.2674
```
Positions in Å, forces in eV/Å.

* HOMO level: -0.268 Ha
* total energy: -38328.1436 eV
* maximum force: 18.4 eV/A
* frontier orbital gap: 0.2545 Ha
* energy relative to the best compared isomer or geometry (same formula, charge and spin): 1588.0 kJ/mol

***

[4]
C3H10N2O | wB97M-V/def2-TZVPD

The geometry in XYZ format:
```
16
Properties=species:S:1:pos:R:3:forces:R:3:mulliken_charge:R:1
N 0.274007 3.031754 0.098165 -1.5783 -2.5753 1.8591 -0.6048
C 0.250082 1.606966 -0.440854 -0.9312 -0.8364 -2.6483 -0.3471
N -0.274097 0.434154 0.412897 -2.7172 3.8023 3.0698 -0.3290
C -0.513443 -0.979936 0.123597 -0.2127 0.5637 -2.7865 -0.5985
C 0.587896 -1.971919 0.454928 1.6069 1.2611 -0.8182 -0.2601
O 0.650945 -3.077699 -0.407582 2.6688 0.7567 0.0160 -0.4740
H -0.334028 2.943681 0.938632 0.5292 0.8291 -0.5612 0.2322
H -0.205477 3.598776 -0.568663 -0.5836 0.4241 -0.2688 0.2572
H 1.275460 1.569108 -0.650841 1.5683 -1.5971 -0.1088 0.2714
H -0.208565 1.604899 -1.530836 0.2546 -0.0271 1.9855 0.2487
H -1.204223 0.832069 0.894250 2.8575 -1.1564 -1.3910 0.2301
H -0.748251 -1.011150 -0.962394 0.5428 -0.5732 0.0402 0.2952
H -1.436110 -1.377011 0.517179 -0.5090 0.6017 0.7943 0.3672
H 0.512723 -2.319403 1.490339 0.3676 0.3831 0.0402 0.2239
H 1.541814 -1.445418 0.172180 -0.6412 -0.3989 1.2100 0.2248
H -0.168731 -3.438872 -0.540994 -3.2225 -1.4573 -0.4325 0.2627
```
Positions in Å, forces in eV/Å.

* HOMO level: -0.321 Ha
* total energy: -8298.3308 eV
* maximum force: 5.6 eV/A
* frontier orbital gap: 0.3547 Ha
* energy relative to the best compared isomer or geometry (same formula, charge and spin): 306.2 kJ/mol